Here is a 2-piece molecular cluster, C14H23BFN4O9 overall at a distorted geometry from the Open Molecules 2025 dataset. Energies are from the ωB97M-V functional and the def2-TZVPD basis.

Output
- HOMO level: -12.046 eV
- Kohn-Sham gap: 0.2562 Ha
- Total charge: +1

Geometry as XYZ:
```
52
Properties=species:S:1:pos:R:3:forces:R:3:lowdin_charge:R:1
C -1.311985 0.715458 -2.486661 5.3 -3.1 7.7 0.14
C -0.627005 0.208368 -1.349382 -3.9 2.7 -7.8 0.00
C 0.163189 -0.656892 -0.156773 -2.0 2.0 0.1 -0.30
C -1.008464 -1.256104 0.820747 -0.8 -2.6 -1.6 -0.04
C -1.568493 -2.797373 0.119679 -3.0 1.0 -2.2 -0.14
C -3.161505 -2.721330 -0.566367 4.9 -0.7 -3.1 0.01
O -1.764972 -2.801566 -1.431144 0.2 -0.8 5.2 -0.26
N 1.054498 -1.731974 -0.768156 5.1 2.4 1.6 0.18
C 2.457894 -1.212584 -1.029221 -1.5 0.6 0.1 -0.10
N 3.534007 -2.109167 -1.019689 -0.6 0.8 0.0 0.16
N 2.808693 0.237348 -1.277306 -3.3 -3.1 0.2 0.12
B 2.690217 0.636117 -2.736528 0.6 0.8 -3.4 -0.45
O 2.555520 -0.357595 -3.857576 1.7 0.9 3.4 0.06
O 2.751571 2.066435 -3.176079 -2.2 -4.0 0.4 0.07
C 2.094332 1.188264 -0.343293 -0.4 1.8 1.7 -0.16
C 3.300587 2.049891 0.431407 0.2 0.0 -0.7 -0.03
O 4.596680 1.364878 0.109217 -4.0 2.5 -3.4 -0.23
O 5.224765 1.037354 1.205395 2.5 -3.5 4.1 -0.06
C 1.049518 0.465788 0.707488 -0.4 1.0 -0.2 -0.20
F 1.762045 -0.164479 1.879091 -1.2 0.8 -3.1 -0.05
C 0.068913 1.639899 1.383930 0.3 0.1 0.2 -0.05
C 0.117320 1.653865 3.026457 -0.1 2.3 0.1 -0.18
O -0.658132 0.534756 3.601585 3.5 -0.8 2.0 -0.13
C 0.121856 -0.220929 4.595800 -0.7 -7.4 -1.7 -0.12
O 0.136889 -1.573353 4.482653 -0.3 9.1 0.7 -0.05
H -1.730216 1.287794 -3.447177 1.0 -1.6 2.8 0.10
H -0.668793 -1.508560 1.911827 -0.5 0.8 -2.1 0.12
H -1.945457 -0.558931 0.741504 2.1 -1.3 0.4 0.13
H -1.238992 -3.855171 0.708264 -1.0 3.1 -2.0 0.17
H -3.453228 -1.773009 -1.191125 0.0 -1.8 2.6 0.10
H -3.663848 -3.743382 -0.835734 0.7 2.2 1.1 0.12
H 1.200679 -2.518472 -0.066877 -0.5 0.9 -1.3 0.17
H 4.312296 -1.926030 -0.316807 -1.2 0.1 -2.0 0.16
H 3.641479 -2.896226 -1.698906 -0.6 0.7 1.4 0.15
H 3.196283 -1.123689 -3.720387 -1.4 1.4 -0.4 0.11
H 2.117008 2.089729 -3.973379 1.7 0.1 1.5 0.14
H 1.454311 2.024613 -0.905531 1.3 -2.3 0.9 0.17
H 3.383338 3.115495 -0.080541 -0.3 -2.2 1.3 0.16
H 3.159628 2.088963 1.592326 0.3 0.0 -2.3 0.15
H 5.246646 0.018592 1.190344 0.0 2.1 0.3 0.14
H -1.054494 1.534450 1.066965 2.3 0.0 0.5 0.13
H 0.421108 2.702537 0.969311 -0.7 -2.3 1.1 0.15
H -0.444044 2.652191 3.361778 1.2 -2.1 -0.8 0.15
H 1.210134 1.757014 3.476982 -2.3 -0.6 -1.1 0.14
H 0.707270 0.230960 5.509854 -1.3 -0.2 -2.1 0.18
C -6.556367 0.957312 -0.757380 -0.3 0.0 0.2 0.05
N -5.368700 0.143002 -1.131330 0.5 -0.5 -0.1 -0.40
O -5.293415 -0.997685 -0.660122 -0.4 1.9 -0.8 0.03
O -4.545561 0.671880 -1.887454 -1.0 -1.0 1.0 0.04
H -7.192407 0.369738 -0.091905 0.3 0.1 -0.2 0.10
H -6.194556 1.854940 -0.251809 0.0 -0.1 -0.2 0.10
H -7.088040 1.206871 -1.677964 0.2 0.1 0.1 0.11
```
Positions in Å, forces in eV/Å.